No. 1
The following is a DFT calculation (ωB97M-V/def2-TZVPD) of one molecule with the formula C25H22FNO3.

Atoms and positions in Å:
O -2.04813 -1.01678 -1.27342
C -1.35240 -1.03827 -0.26750
N -1.19875 0.08572 0.48035
C -0.34875 0.27583 1.63106
H -0.14896 -0.68553 2.09977
H -0.89286 0.89503 2.35367
C 0.98034 0.97077 1.30151
H 0.78682 1.92430 0.80965
H 1.49326 1.17722 2.24347
C 1.90628 0.11681 0.42169
C 1.41619 0.01007 -0.98932
C 0.95541 0.92748 -1.88801
C 0.67103 0.21216 -3.07715
C 0.98560 -1.08228 -2.81700
O 1.44181 -1.21383 -1.55975
H 0.92631 -1.97081 -3.41219
H 0.28203 0.61184 -3.99069
H 0.82537 1.97999 -1.73674
C 3.31884 0.66495 0.44338
C 3.60311 1.93815 -0.03387
C 4.89567 2.42901 -0.00451
C 5.92468 1.65243 0.50070
C 5.65206 0.38172 0.97505
C 4.35724 -0.10674 0.94618
H 4.15282 -1.10141 1.31678
H 6.44894 -0.23243 1.36828
H 6.93409 2.03552 0.52192
H 5.10146 3.42101 -0.37925
H 2.81060 2.54864 -0.43787
H 1.93349 -0.89943 0.82711
C -1.90491 1.25111 -0.02890
C -3.40176 1.08973 0.07468
C -3.97268 0.53685 1.21425
C -5.34366 0.39303 1.32217
C -6.13907 0.81461 0.27349
C -5.59992 1.36690 -0.87305
C -4.22650 1.49803 -0.96458
H -3.79016 1.91280 -1.86012
H -6.24948 1.67642 -1.67637
F -7.48023 0.68310 0.37351
H -5.79661 -0.03938 2.20043
H -3.34204 0.20324 2.02496
H -1.63637 1.39734 -1.07977
H -1.58614 2.12324 0.54681
C -0.71646 -2.31280 0.10661
C -0.84526 -3.47792 -0.60914
C -0.07768 -4.45073 0.06221
C 0.46511 -3.81710 1.13763
O 0.08746 -2.53054 1.17623
H 1.11181 -4.15839 1.92253
H 0.05439 -5.47609 -0.21515
H -1.42343 -3.59460 -1.50172

The frontier orbital gap comes out at 8.9 eV. As for the SMILES: O=C(c1ccco1)N(CC[C@H](c1ccccc1)c1ccco1)Cc1ccc(F)cc1.


No. 2
The following is a DFT calculation (ωB97M-V/def2-TZVPD) of C31H18BrCl5N4O4Ti as an isolated structure.

Atoms and positions in Å:
Ti -0.48320 0.07788 0.66563
O 2.64180 -0.87085 3.48365
C 2.19754 -2.09722 3.81928
C 2.87514 -2.80173 4.81057
C 2.43231 -4.05661 5.19997
C 1.30158 -4.61816 4.62236
C 0.62949 -3.90720 3.63536
C 1.07133 -2.66437 3.20814
C 0.39298 -1.97185 2.05435
O 0.42337 -0.56447 2.19927
N 1.08352 -2.38002 0.80857
N 1.08029 -1.29902 -0.13287
C 1.72252 -1.61474 -1.24061
C 2.06708 -0.75989 -2.28448
Br 1.81390 1.10317 -1.94564
C 2.60067 -1.09092 -3.52672
C 2.57958 -2.36092 -4.18346
C 3.43039 -2.57952 -5.29596
C 3.45270 -3.77440 -5.98306
C 2.62281 -4.83244 -5.61029
C 1.75702 -4.63267 -4.53848
C 1.72766 -3.43922 -3.84072
H 1.91507 -0.42157 2.98905
H 3.73820 -2.33744 5.27063
H 2.97054 -4.59135 5.97442
H 0.94712 -5.59185 4.93503
H -0.25723 -4.31692 3.16446
H -0.65023 -2.30502 2.00026
H 2.05225 -2.59881 1.02827
H 2.07068 -2.64203 -1.33793
H 3.08512 -0.29054 -4.07473
H 4.08821 -1.77369 -5.60516
H 4.13024 -3.89006 -6.82313
H 2.64207 -5.77480 -6.14274
H 1.07440 -5.42162 -4.24058
H 1.00351 -3.30668 -3.04870
Cl 1.85332 2.29597 2.69018
C 0.59298 3.04629 1.72135
C -0.12037 2.28222 0.81493
C -1.01408 3.01050 0.04958
Cl -1.87615 2.11664 -1.19108
C -1.28920 4.36077 0.18979
Cl -2.46413 5.16029 -0.80515
C -0.56802 5.07757 1.14076
Cl -0.84187 6.77990 1.33968
C 0.39042 4.41671 1.90083
Cl 1.31914 5.32357 3.05753
N -3.20296 1.06258 2.35990
C -2.26291 0.71080 1.78012
O -1.26663 -0.65688 -2.60410
C -1.93853 -1.23201 -1.77646
N -1.81026 -1.20571 -0.40184
C -2.74951 -2.05574 0.16171
O -2.85827 -2.40098 1.31738
C -3.62274 -2.60881 -0.95642
C -4.70457 -3.46403 -0.92183
C -5.26862 -3.79846 -2.15369
C -4.75039 -3.30229 -3.35152
C -3.65015 -2.44387 -3.36350
C -3.12010 -2.11822 -2.13341
H -5.08827 -3.84422 0.01553
H -6.12700 -4.45976 -2.18701
H -5.21146 -3.59353 -4.28818
H -3.22227 -2.05453 -4.27759

As for the multiplicity: 3. The relative energy (zero: lowest compared OMol25 entry of this formula, charge and spin) is 8.70 kcal per mole. The frontier orbital gap (spin up / spin down) comes out at 4.6 / 6.5 eV. As for the total charge: -2. The expectation value of S² is 2.037.


No. 3
The following is a DFT calculation (ωB97M-V/def2-TZVPD) of C18H28BN4P2PtS2 as an isolated structure.

Atoms and positions in Å:
Pt -0.15876 0.97073 -0.13443
C -2.38632 -1.71944 -1.00915
P -2.20258 0.00155 -0.45923
C -3.28896 0.96367 -1.54219
C -3.03487 0.04090 1.16263
C -4.41081 -0.09892 1.30236
C -5.00537 0.08256 2.54283
C -4.22753 0.40875 3.64368
C -2.84912 0.51610 3.51992
C -2.24671 0.31469 2.28393
P -0.44886 0.31336 1.99412
C 0.29404 1.03215 3.46976
C 0.01489 -1.44254 2.16695
H -3.43035 -1.90138 -1.26631
H -2.09755 -2.40334 -0.21298
H -1.75966 -1.91974 -1.87631
H -4.28516 0.52493 -1.59214
H -2.84884 1.00663 -2.53708
H -3.35596 1.98053 -1.15608
H -5.03246 -0.32231 0.44410
H -6.07807 -0.01014 2.64480
H -4.69415 0.57937 4.60444
H -2.25976 0.75872 4.39414
H 0.11284 2.10375 3.54047
H 1.36367 0.85289 3.44295
H -0.11707 0.52108 4.34065
H -0.40522 -1.86696 3.07979
H 1.10304 -1.52135 2.20274
H -0.33085 -2.01070 1.30710
C -1.07239 -0.82668 -4.44138
N 0.26153 -0.87256 -3.86551
C 1.20967 -1.83298 -4.14645
C 2.34246 -1.44737 -3.51742
N 2.09583 -0.26035 -2.86642
B 3.20810 0.68104 -2.28044
N 3.51744 0.42725 -0.75883
C 4.56006 -0.35939 -0.32202
C 4.80311 -0.06982 0.97388
N 3.88805 0.89575 1.33639
C 3.93714 1.64089 2.58192
C 3.09443 1.16915 0.27440
S 1.77956 2.30939 0.30682
C 0.81396 0.06256 -3.06159
S -0.02696 1.45980 -2.46113
H -1.09803 -1.50448 -5.29031
H -1.29076 0.18229 -4.78046
H -1.82831 -1.12962 -3.72021
H 1.00118 -2.66961 -4.78857
H 3.32307 -1.88728 -3.52794
H 2.83963 1.80862 -2.39928
H 4.22078 0.42121 -2.87901
H 5.07809 -1.02263 -0.99051
H 5.55302 -0.42872 1.65560
H 4.30084 0.98813 3.37230
H 2.94886 2.01523 2.81202
H 4.60617 2.49467 2.48265

The frontier orbital gap comes out at 8.1 eV. As for the total charge: +1.


No. 4
The following is a DFT calculation (ωB97M-V/def2-TZVPD) of C24H53F6N2O9PS2V as an isolated structure.

Atoms and positions in Å:
V -2.35903 -4.22001 -4.22661
O -1.78202 -2.55643 -3.12277
H -1.26023 -1.81155 -2.76581
C 1.56367 -1.54909 -4.12889
C 0.77860 -0.92300 -5.27288
O 1.26503 -0.41179 -6.26397
N -0.78825 -0.92546 -5.20447
H -1.02376 -1.72434 -5.77581
H -1.23506 -1.21781 -4.34715
C -1.47738 0.42085 -5.70952
H 2.53991 -1.86773 -4.49429
H 0.93738 -2.32384 -3.68660
H 1.56952 -0.74330 -3.39488
H -0.96787 1.19816 -5.14005
H -2.47690 0.31152 -5.28867
H -1.42214 0.52747 -6.79288
C -4.63785 -0.25810 -2.79822
C -4.21335 -0.44343 -1.30861
O -4.62420 0.15512 -0.33782
N -3.13578 -1.56711 -1.16914
H -2.77305 -1.79464 -2.08388
H -2.44997 -1.14533 -0.55932
C -3.71578 -2.88406 -0.52754
H -3.88585 0.45155 -3.14316
H -5.55340 0.33063 -2.74093
H -4.65480 -1.19538 -3.35438
H -4.45795 -3.37981 -1.15326
H -4.15343 -2.63447 0.43904
H -2.97536 -3.65996 -0.33298
C 0.36714 -2.04690 -0.39500
C -0.02961 -1.58742 1.04843
C 1.00231 -1.93090 2.09079
C 2.28065 -1.16599 2.00768
P 2.14575 0.44532 2.91154
C 3.69975 1.39372 2.92562
C 4.44233 1.44408 1.52852
C 5.47310 2.54128 1.53677
C 6.58869 2.38641 2.67204
C 0.95755 1.65067 2.21054
C 0.47574 2.77027 3.21090
C -0.69304 3.60823 2.68765
C -0.66156 5.01181 3.29769
C 1.88339 0.23331 4.78150
C 2.27968 -1.18674 5.45467
C 1.78571 -1.25412 6.90135
C 0.23774 -1.30346 7.09330
H -0.48432 -2.43509 -0.95396
H 0.88678 -3.00492 -0.37866
H 0.94660 -1.30693 -0.94705
H -0.79028 -2.28875 1.39137
H -0.62914 -0.68700 1.18226
H 1.24914 -2.98598 1.97252
H 0.70498 -1.93252 3.13945
H 2.44104 -0.93735 0.95406
H 3.18632 -1.61301 2.41758
H 4.17369 0.79636 3.70450
H 3.41395 2.37240 3.31110
H 3.74466 1.72571 0.73982
H 4.85537 0.44970 1.35911
H 4.93703 3.46362 1.76042
H 5.97938 2.66782 0.57982
H 7.09515 1.44079 2.47866
H 6.05357 2.52628 3.61128
H 7.47810 3.01240 2.74400
H 0.08727 1.07107 1.90268
H 1.37424 2.15782 1.34033
H 1.31337 3.46774 3.21415
H 0.27971 2.38469 4.21140
H -1.66710 3.11952 2.66606
H -0.44730 3.87952 1.66095
H -1.26205 5.71743 2.72356
H 0.31691 5.44374 3.08757
H -0.84189 5.06181 4.37150
H 0.80377 0.26783 4.92755
H 2.32004 1.09971 5.27829
H 3.35338 -1.17476 5.26726
H 1.94775 -2.11258 4.98482
H 2.20997 -0.44222 7.49205
H 2.27543 -2.13376 7.31908
H -0.14861 -1.74992 8.00955
H -0.22468 -2.02282 6.41744
H -0.30246 -0.36079 7.00576
C 0.71620 2.28235 -1.82521
F 1.37750 1.95289 -2.93947
F 1.13807 1.52805 -0.77834
F 0.99348 3.54431 -1.41693
S -1.20410 2.04884 -2.08018
O -1.38568 0.71008 -2.66162
O -1.81331 2.05427 -0.73177
O -1.68377 3.10967 -2.92323
C -5.10683 -1.27261 -6.92606
F -5.00520 -0.36804 -5.95187
F -6.32946 -1.10142 -7.40658
F -4.13898 -0.91092 -7.76648
S -4.81712 -3.09538 -6.28243
O -6.15071 -3.74559 -6.10583
O -4.09245 -3.82902 -7.35675
O -3.99315 -3.01345 -5.07165

As for the multiplicity: 4. The relative energy (zero: lowest compared OMol25 entry of this formula, charge and spin) is 110.96 kcal per mole. The frontier orbital gap (spin up / spin down) comes out at 5.4 / 6.1 eV. As for the total charge: +2. The expectation value of S² is 3.761.


No. 5
The following is a DFT calculation (ωB97M-V/def2-TZVPD) of a 2-piece molecular cluster, C6H12N2O3 overall.

Atoms and positions in Å:
C 0.95635 0.08332 -1.14506
C 0.28118 0.17925 -2.51895
C -1.32455 -2.09429 1.11570
C 1.18920 -0.88933 1.22596
C -0.87807 -1.11986 -0.00025
C 0.36618 -0.65680 -0.01764
N 0.59730 2.30112 0.74629
N -0.35984 1.77236 0.06539
O 0.53405 3.24990 1.54218
O -1.51167 2.45806 0.27578
O 1.91768 0.78851 -0.91594
H 1.11508 0.09918 -3.23858
H -0.02843 1.17300 -2.59657
H -0.50725 -0.49121 -2.80157
H -1.98730 -2.75835 0.58199
H -0.43444 -2.46795 1.52585
H -1.84568 -1.79562 1.94018
H 0.75830 -0.17290 1.93454
H 2.18584 -0.54784 1.05924
H 1.13675 -1.85291 1.70572
H -2.23004 2.10437 -0.27236
H -1.45076 -1.12212 -0.88274
H 1.52012 1.76009 0.67084

The relative energy (zero: lowest compared OMol25 entry of this formula, charge and spin) is 159.50 kcal per mole. The frontier orbital gap comes out at 9.1 eV. As for the SMILES: C/C=C(\C)C(C)=O.[O-]/[NH+]=N\O.


No. 6
The following is a DFT calculation (ωB97M-V/def2-TZVPD) of one molecule with the formula C5H11N.

Atoms and positions in Å:
C -2.25452 1.06782 0.27663
C -1.21522 0.24363 -0.48240
C 0.08299 0.14593 0.28093
C 0.45442 -0.99302 1.15698
N 1.07238 -0.82389 -0.14958
C 2.45264 -0.35771 -0.12332
H -2.47170 0.62821 1.25729
H -1.89245 2.09189 0.43798
H -3.19226 1.13555 -0.28354
H -1.58098 -0.76744 -0.70276
H -1.00612 0.71925 -1.44923
H 0.48171 1.11289 0.60175
H -0.21715 -1.84222 1.26351
H 1.07066 -0.79920 2.03650
H 2.57965 0.55664 0.48566
H 2.78023 -0.12821 -1.14372
H 3.10679 -1.13602 0.29062

The relative energy (zero: lowest compared OMol25 entry of this formula, charge and spin) is 27.77 kcal per mole. The frontier orbital gap comes out at 10.3 eV. As for the SMILES: CC[C@H]1CN1C.


No. 7
The following is a DFT calculation (ωB97M-V/def2-TZVPD) of C32H48NO2OsPS as an isolated structure.

Atoms and positions in Å:
Os 1.33208 0.53491 0.36674
C 3.00680 -2.30074 -4.28767
C 3.11408 -1.25238 -3.17759
C 4.25571 -1.60419 -2.21442
C 1.81530 -1.09349 -2.43054
C 1.21978 0.16757 -2.28208
C -0.07106 0.31477 -1.75037
C -0.95099 1.44146 -2.27461
C -1.63493 0.87632 -3.53569
C -0.24440 2.73832 -2.66568
C -0.64926 -0.78761 -1.04976
C -0.07940 -2.08494 -1.22966
C 1.10874 -2.18944 -1.95115
C -0.65128 -3.43038 -0.78761
C -1.38966 -3.52882 0.54080
C -1.48884 -4.04012 -1.92428
C -1.93363 -0.60355 -0.30589
C -3.11562 -1.01486 -0.91794
C -4.32354 -1.00220 -0.23978
C -4.36464 -0.60678 1.08844
C -3.20963 -0.14843 1.69932
C -1.99488 -0.10498 1.00905
P -0.60840 0.76687 1.81865
C -1.13323 2.57173 1.97493
C -2.47109 2.76919 2.69768
C -0.01484 3.34803 2.68423
C -1.32224 3.13736 0.56543
C -0.17103 0.06324 3.52452
C -1.05250 0.60348 4.65646
C -0.32671 -1.45470 3.50809
C 1.28988 0.42355 3.84213
H 3.91504 -2.28634 -4.88877
H 2.16205 -2.10643 -4.94929
H 2.90341 -3.30777 -3.88123
H 3.34134 -0.28929 -3.64260
H 4.10233 -2.60158 -1.79618
H 4.33759 -0.88896 -1.39464
H 5.20165 -1.61329 -2.75474
H 1.67550 1.01731 -2.77762
H -1.73521 1.63865 -1.54833
H -0.89137 0.62042 -4.29256
H -2.29794 1.63303 -3.95504
H -2.22792 -0.01089 -3.32457
H 0.27931 2.62365 -3.61657
H 0.46694 3.09220 -1.92621
H -0.98857 3.52078 -2.81079
H 1.51235 -3.18104 -2.11935
H 0.23040 -4.06952 -0.68690
H -2.41198 -3.15774 0.49072
H -0.86701 -2.99844 1.32498
H -1.44053 -4.57950 0.82807
H -2.46837 -3.56787 -1.98982
H -1.64678 -5.10041 -1.72842
H -0.99345 -3.94563 -2.89111
H -3.08062 -1.37685 -1.93595
H -5.22581 -1.32538 -0.74149
H -5.29274 -0.63586 1.64279
H -3.25987 0.18577 2.72609
H -2.52628 2.33000 3.68818
H -3.30398 2.40498 2.09951
H -2.60806 3.84658 2.81444
H 0.05559 3.11840 3.74531
H -0.23872 4.41288 2.59975
H 0.95942 3.18881 2.22057
H -2.16421 2.66248 0.06250
H -0.42869 3.05968 -0.04661
H -1.55896 4.19905 0.65920
H -2.10062 0.32918 4.54162
H -0.97322 1.67844 4.79234
H -0.70253 0.13697 5.57923
H -1.35374 -1.75850 3.30961
H -0.05128 -1.83085 4.49522
H 0.33034 -1.92959 2.78613
H 1.44639 1.49622 3.94360
H 1.99305 0.03356 3.10579
H 1.55218 -0.03610 4.79709
C 4.02102 3.29306 -0.59627
C 3.05122 2.23179 -0.26711
O 1.81012 2.49243 0.01010
O 3.33945 0.99889 -0.23461
H 3.61761 4.27254 -0.35670
H 4.24405 3.24306 -1.66475
H 4.95179 3.10939 -0.06090
S 3.25688 -3.41679 1.52684
C 2.42039 -2.15916 1.19902
N 1.72046 -1.20561 0.93867

As for the multiplicity: 5. The relative energy (zero: lowest compared OMol25 entry of this formula, charge and spin) is 2.95 kcal per mole. The frontier orbital gap (spin up / spin down) comes out at 8.5 / 6.2 eV. As for the total charge: +2. The expectation value of S² is 6.053.